# 1
10
Properties=species:S:1:pos:R:3:forces:R:3:mulliken_charge:R:1 method="wB97M-V/def2-TZVPD" e_lumo_ev="-0.82 / -0.59" relative_energy_kcal_mol=135.39 spin_multiplicity=1 homo_lumo_gap_ev="8.8 / 8.2" charge=0
C -1.75679 0.03497 0.32482 0.2 0.5 0.7 0.00
C 0.86568 0.70110 -0.28632 0.7 -1.7 -0.2 -0.24
C 0.41520 -0.68970 0.28889 1.0 0.8 0.2 -0.36
N 0.08556 1.71670 0.15973 -0.8 1.2 0.4 -0.34
O -0.93133 -0.89165 -0.06547 -1.6 -0.4 -0.8 -0.15
F -2.93483 -0.16336 -0.24187 0.6 -0.5 -0.1 -0.14
H 1.91882 0.86022 -0.00371 0.0 -0.1 0.0 0.36
H 0.81926 0.62825 -1.39233 0.0 0.1 0.1 0.29
H 0.98367 -1.50489 -0.16225 -0.1 0.1 0.1 0.27
H 0.53478 -0.69165 1.37851 -0.1 -0.1 -0.2 0.31


# 2
15
Properties=species:S:1:pos:R:3:forces:R:3:lowdin_spin:R:1 method="wB97M-V/def2-TZVPD" e_lumo_ev="0.59 / -1.87" relative_energy_kcal_mol=64.24 spin_multiplicity=3 homo_lumo_gap_ev="6.1 / 7.5" charge=0
C -1.47951 -0.49561 0.11243 6.9 -3.8 3.5 0.79
C -0.15664 0.07392 -0.14079 -2.0 1.2 1.7 0.13
C -2.69740 -0.02047 -0.26894 -4.9 2.6 -2.0 0.85
C 0.93710 -0.69358 0.54146 -0.1 1.0 2.2 0.00
O 1.98044 1.67960 0.08226 0.3 1.4 0.0 0.01
P 2.55569 0.12971 0.10442 0.2 0.1 0.9 0.00
Cl 1.20009 -2.34180 -0.05130 -0.3 -0.4 -0.2 0.01
H 2.26649 -0.23708 -1.21332 0.2 0.1 -0.5 0.00
H -1.34051 -1.14479 0.99187 -1.1 0.0 -0.3 0.03
H 0.09333 -0.01761 -1.11930 0.5 0.4 -3.6 0.02
H -0.23850 1.21438 0.09840 0.7 -1.6 -0.2 0.04
H -3.55518 -0.50415 0.14385 -0.7 0.2 -0.2 0.05
H -2.70999 0.67114 -1.09907 -0.6 0.0 0.0 0.05
H 0.60715 -0.80179 1.62279 1.1 0.2 -1.0 0.00
H 2.53746 2.48813 0.19523 -0.3 -1.6 0.0 0.00


# 3
62
Properties=species:S:1:pos:R:3:forces:R:3:lowdin_spin:R:1 method="wB97M-V/def2-TZVPD" e_lumo_ev="1.90 / 1.88" relative_energy_kcal_mol=4.20 spin_multiplicity=2 homo_lumo_gap_ev="6.8 / 7.9" charge=-1
Ti -0.20713 0.30781 0.47664 0.0 -0.2 -0.1 0.93
O 0.38206 -0.73653 3.08232 0.1 0.0 0.1 0.02
C 0.83755 0.38679 3.82226 0.0 0.0 0.0 0.00
C -0.17280 1.49070 3.62522 -0.1 0.1 -0.1 0.00
N -0.19058 2.00624 2.25410 -0.1 -0.1 -0.2 0.00
C -1.45704 2.70704 1.99937 0.0 -0.1 0.1 0.00
C -2.53898 1.70209 1.61025 -0.1 0.1 0.1 0.00
O -3.70960 1.91522 1.86352 0.0 0.0 0.0 0.00
O -2.08880 0.64485 1.00218 0.1 0.1 -0.1 0.00
C 1.00395 2.79353 1.94460 0.0 0.0 0.1 0.00
C 2.11220 1.94333 1.31915 -0.1 0.1 0.1 0.00
O 3.26487 2.32875 1.35292 0.0 -0.1 0.0 0.00
O 1.70733 0.83410 0.77798 -0.2 0.0 0.1 0.00
H 1.12992 -1.14987 2.63688 -0.1 0.0 -0.1 0.00
H 1.83097 0.70087 3.49307 0.0 0.0 0.0 0.00
H 0.89951 0.13599 4.88612 0.0 0.0 0.0 0.00
H 0.01604 2.31251 4.33141 0.0 0.0 0.0 0.00
H -1.16097 1.08027 3.84576 0.0 0.0 0.0 0.00
H -1.33543 3.38166 1.15543 0.0 0.0 -0.1 0.00
H -1.79137 3.28522 2.86663 0.0 0.0 0.0 0.00
H 1.40276 3.29757 2.83088 0.0 0.0 0.0 0.00
H 0.74516 3.55604 1.21074 0.0 0.0 0.0 0.00
O -0.51062 -1.14849 -3.41562 0.0 0.0 0.0 0.00
C -0.36820 -0.33109 -2.51878 0.0 -0.1 -0.1 0.00
O -0.29500 -0.65223 -1.26994 -0.1 0.0 0.1 0.02
C -0.23000 1.13112 -2.88646 0.0 0.0 0.0 0.00
C -0.10539 1.40991 -4.22885 0.0 0.0 0.0 0.00
C 0.06916 2.71207 -4.67876 0.0 0.0 0.0 0.00
C 0.12431 3.76809 -3.79164 0.0 -0.1 0.1 0.00
C -0.03722 3.49952 -2.45224 0.0 0.1 0.1 0.00
C -0.21429 2.18305 -1.91775 0.0 0.0 0.0 0.00
O -0.31394 2.00139 -0.65624 0.0 0.1 0.0 0.02
N 0.02806 4.66145 -1.56727 0.1 0.1 -0.1 0.00
O 0.76639 5.57576 -1.89937 0.0 0.0 0.0 0.00
O -0.66356 4.68780 -0.56720 0.0 0.0 0.0 0.00
N 0.20800 2.97765 -6.09902 0.0 0.0 -0.1 0.00
O 0.18623 2.03214 -6.86744 0.0 0.0 0.0 0.00
O 0.33883 4.13814 -6.45783 0.0 0.0 0.0 0.00
H -0.14133 0.58218 -4.92161 0.0 0.0 0.0 0.00
H 0.28487 4.77936 -4.12872 0.0 0.0 0.0 0.00
C 3.38733 -2.88254 -0.18568 0.0 0.0 0.0 0.00
C 2.63485 -1.79599 0.28740 0.1 0.0 0.0 0.00
N 1.34893 -1.87129 0.55698 -0.1 -0.1 0.0 0.00
C 0.71723 -3.04856 0.35679 0.0 0.1 0.0 0.00
C 1.38598 -4.19340 -0.09354 0.1 0.0 0.0 0.00
C 2.76046 -4.08273 -0.37123 0.0 0.0 0.0 0.00
C 0.67253 -5.42640 -0.25676 0.0 0.0 0.0 0.00
C -0.64170 -5.50219 0.02876 0.0 0.0 0.0 0.00
C -1.36141 -4.34631 0.48164 0.0 -0.1 0.0 0.00
C -2.73325 -4.39674 0.78101 0.0 0.1 0.0 0.00
C -3.36608 -3.25722 1.19307 0.1 0.0 0.0 0.00
C -2.62526 -2.06598 1.27475 -0.1 0.0 0.0 0.00
N -1.34322 -1.98869 0.99780 0.2 0.0 -0.1 0.00
C -0.70351 -3.11851 0.62489 0.0 0.1 0.0 0.00
H 4.43912 -2.74778 -0.39573 0.0 0.0 0.0 0.00
H 3.08454 -0.82186 0.43801 0.0 0.0 0.0 0.00
H 3.29942 -4.95074 -0.73293 0.0 0.0 0.0 0.00
H 1.21752 -6.29267 -0.61227 0.0 0.0 0.0 0.00
H -1.18584 -6.43169 -0.08813 0.0 0.0 0.0 0.00
H -3.26756 -5.33375 0.67485 0.0 0.0 0.0 0.00
H -4.41988 -3.24132 1.43292 0.0 0.0 0.0 0.00
H -3.10613 -1.13559 1.54475 0.0 0.0 0.0 0.00


# 4
43
Properties=species:S:1:pos:R:3:forces:R:3:mulliken_charge:R:1 method="wB97M-V/def2-TZVPD" e_lumo_ev=-0.73 relative_energy_kcal_mol=122.28 spin_multiplicity=1 homo_lumo_gap_ev=7.7 charge=0
C -2.71700 -3.22273 -1.41630 0.0 -0.2 -0.2 -0.88
O -2.86114 -2.07762 -0.60899 0.0 0.3 0.1 -0.44
C -1.94904 -1.85441 0.36969 0.1 0.1 0.6 0.55
C -0.98808 -2.77911 0.77171 -0.2 -0.1 -0.3 -0.52
C -0.08025 -2.45816 1.76583 0.0 0.1 0.1 -0.59
C -0.12991 -1.22668 2.39288 0.1 0.0 0.1 -0.92
C -1.09489 -0.31151 2.00867 -0.1 -0.1 -0.1 -0.23
C -2.00187 -0.60285 1.00372 -0.3 -0.3 -0.1 0.53
C -2.93010 0.47570 0.50237 -0.1 -0.1 0.1 -1.20
N -2.13384 1.43020 -0.24907 -0.1 -0.3 -0.4 -0.09
C -1.75483 2.60420 0.26782 0.3 0.3 -0.6 0.21
O -2.24272 3.12674 1.25047 0.0 0.1 0.4 -0.66
C -0.52784 3.25237 -0.41030 -0.1 0.0 0.6 0.12
C 0.69787 2.80749 0.40369 0.0 0.1 -0.3 -0.93
C 1.19274 1.71181 -0.51763 -0.7 0.9 0.0 0.76
C 2.15112 0.69575 -0.11802 0.1 -0.6 -0.2 0.38
C 3.19736 1.04083 0.73755 -0.1 -0.1 -0.2 -0.69
C 4.13959 0.10983 1.13288 0.0 -0.1 0.0 -0.68
C 4.06247 -1.19838 0.68140 -0.1 0.1 0.0 -0.68
C 3.02565 -1.56859 -0.15305 -0.2 0.0 -0.2 -0.43
C 2.07074 -0.63847 -0.54352 1.1 0.4 0.8 0.32
N 0.97384 -1.14718 -1.33080 -0.8 -0.2 -0.3 0.99
O 1.20165 -2.10621 -2.03740 0.1 -0.3 -0.3 -0.68
O -0.12012 -0.64511 -1.19820 0.1 -0.2 -0.1 -0.46
N 0.65590 1.76781 -1.67168 1.1 -0.7 0.0 -0.61
O -0.28383 2.74403 -1.73018 -0.5 0.6 -0.1 -0.35
H -3.48000 -3.13467 -2.18807 0.1 -0.1 0.0 0.27
H -1.72950 -3.25530 -1.88588 0.0 0.0 0.0 0.32
H -2.88545 -4.14312 -0.84758 0.0 0.1 0.0 0.34
H -0.92435 -3.74508 0.29616 0.0 -0.1 -0.1 0.41
H 0.67068 -3.18133 2.04997 0.0 -0.1 0.0 0.42
H 0.57871 -0.98050 3.16943 0.1 0.0 0.1 0.44
H -1.14809 0.65587 2.48740 0.0 0.2 0.1 0.61
H -3.38992 1.02072 1.32977 0.0 -0.1 -0.1 0.49
H -3.69775 0.05141 -0.14484 0.0 0.1 0.1 0.38
H -1.62783 1.03634 -1.03071 0.1 0.3 0.1 0.29
H -0.66147 4.33238 -0.47492 0.0 -0.2 0.0 0.54
H 0.43081 2.44343 1.39432 0.0 0.0 0.0 0.35
H 1.44776 3.59666 0.50526 0.0 0.0 0.0 0.53
H 3.27836 2.06039 1.08069 0.0 0.1 0.0 0.41
H 4.93844 0.40737 1.79476 0.1 0.0 0.1 0.42
H 4.79822 -1.92622 0.98474 0.0 -0.1 0.0 0.42
H 2.92763 -2.58471 -0.50438 0.0 0.0 0.0 0.50


# 5
108
Properties=species:S:1:pos:R:3:forces:R:3:lowdin_spin:R:1 method="wB97M-V/def2-TZVPD" e_lumo_ev="-0.50 / -0.49" spin_multiplicity=2 homo_lumo_gap_ev="6.5 / 5.7" charge=0
Ni 0.44926 0.62494 0.32934 0.2 0.1 0.3 1.05
Br -0.61590 2.07617 -3.73000 0.0 0.0 0.0 0.00
C -1.54806 1.58417 -2.14158 0.1 0.1 0.1 0.00
C -2.77929 2.15351 -1.91369 0.0 0.0 0.0 -0.04
C -3.49968 1.69558 -0.80049 0.0 0.1 0.0 -0.01
C -2.98817 0.69165 -0.02395 0.1 -0.1 0.0 -0.03
C -1.72418 0.17010 -0.35780 0.2 0.2 0.0 -0.02
N -0.98732 0.65057 -1.39009 -0.1 -0.4 -0.3 -0.04
C -1.27711 -1.10685 0.26501 0.0 -0.4 0.0 -0.02
O -1.96743 -1.67269 1.09652 0.0 0.1 0.0 -0.03
O -0.14410 -1.57924 -0.23254 0.0 -0.4 0.2 0.03
H -3.18734 2.87905 -2.60108 0.0 0.0 0.0 0.00
H -4.47309 2.11652 -0.58155 0.0 0.0 0.0 0.00
H -3.52714 0.26112 0.80732 0.0 0.0 0.0 0.00
C 3.68570 -0.62911 1.18093 0.1 -0.1 0.2 0.00
P 2.74272 0.48903 0.12635 0.0 0.5 -0.4 0.01
C 3.33541 2.11169 0.80533 -0.3 0.1 -0.1 0.00
N 4.57203 2.21375 1.21036 0.1 0.0 0.0 0.00
C 4.99491 3.41812 1.67174 0.2 -0.1 0.1 0.00
C 6.32995 3.56334 2.13585 -0.2 -0.1 -0.1 0.00
C 6.76482 4.77593 2.56961 -0.1 0.3 0.1 0.00
C 5.89652 5.90445 2.56014 0.3 -0.1 0.0 0.00
C 4.61386 5.78672 2.12649 -0.2 -0.1 -0.1 0.00
C 4.13522 4.52617 1.67875 -0.1 0.3 0.0 0.00
N 2.84149 4.40200 1.28664 -0.1 0.1 0.0 0.00
C 2.42937 3.22785 0.89399 0.0 -0.3 -0.1 0.00
P 0.63267 2.99177 0.47079 0.2 -0.1 0.3 0.02
C 0.54428 4.09586 -0.98026 0.0 0.0 0.0 0.01
C -0.31172 3.94477 1.77479 0.1 0.1 0.0 0.00
C -1.75733 3.46386 1.63196 0.0 0.0 0.0 0.00
C 0.20217 3.56748 3.16568 0.0 0.0 0.0 0.00
C -0.26749 5.46542 1.60088 0.0 0.0 0.0 0.00
C 3.57906 0.33896 -1.55601 0.0 0.1 0.2 0.00
C 4.89877 1.09930 -1.65915 0.1 0.0 0.0 0.00
C 3.81916 -1.15342 -1.79853 -0.1 -0.1 0.0 0.00
C 2.59206 0.86292 -2.59640 0.0 0.0 0.0 0.00
H 4.75977 -0.48710 1.05890 0.0 0.0 0.0 0.00
H 3.39505 -1.64162 0.92400 0.0 -0.1 0.0 0.00
H 3.40545 -0.43794 2.21536 0.0 0.0 0.0 0.00
H 6.96943 2.69033 2.12879 0.0 0.0 0.0 0.00
H 7.77944 4.89090 2.92786 0.0 0.0 0.0 0.00
H 6.26579 6.86158 2.90469 0.0 0.0 0.0 0.00
H 3.93236 6.62732 2.11395 0.0 0.0 0.0 0.00
H -0.49576 4.28298 -1.24937 0.0 0.0 0.0 0.00
H 1.03182 3.62428 -1.83078 0.0 0.0 0.0 0.00
H 1.04006 5.03979 -0.75456 0.0 0.0 0.0 0.00
H -1.83532 2.39057 1.81590 0.0 0.0 0.0 0.00
H -2.15777 3.66415 0.63431 0.0 0.0 0.0 0.00
H -2.38680 3.98745 2.35726 0.0 0.0 0.0 0.00
H 0.28012 2.49063 3.29957 0.0 0.0 0.0 0.00
H -0.49574 3.95497 3.91318 0.0 0.0 0.0 0.00
H 1.18162 4.00415 3.36288 0.0 0.0 0.0 0.00
H -0.79556 5.78753 0.70129 0.0 0.0 0.0 0.00
H 0.75362 5.83905 1.56332 0.0 0.0 0.0 0.00
H -0.76806 5.92673 2.45742 0.0 0.0 0.0 0.00
H 5.59230 0.82803 -0.86136 0.0 0.0 0.0 0.00
H 4.74215 2.17855 -1.61044 0.0 0.0 0.0 0.00
H 5.37640 0.87443 -2.61810 0.0 0.0 0.0 0.00
H 4.63466 -1.53743 -1.18457 0.0 0.0 0.0 0.00
H 4.08159 -1.31034 -2.84846 0.0 0.0 0.0 0.00
H 2.92444 -1.74958 -1.59153 0.0 0.0 0.0 0.00
H 2.41244 1.93306 -2.46839 0.0 0.0 0.0 0.00
H 1.62308 0.36480 -2.52639 0.0 0.0 0.0 0.00
H 2.99310 0.71150 -3.60384 0.0 0.0 0.0 0.00
F 0.89227 -1.34591 2.36254 0.0 0.1 0.0 0.01
C 0.48871 0.01359 2.28694 -0.3 -0.1 -0.2 0.03
F 1.46135 0.66781 3.07581 0.0 0.0 -0.1 0.00
H -0.42881 0.03579 2.89033 0.1 0.0 0.1 0.00
C -3.34013 -4.25599 0.36120 -0.1 0.1 -0.1 0.00
Si -1.70248 -4.39052 1.25301 0.1 -0.4 -0.1 0.00
C -1.82153 -3.88558 3.04155 0.0 0.1 0.1 0.00
C -1.39200 -6.26370 1.25114 0.0 -0.1 0.0 0.00
Ge 0.14337 -3.51934 -0.03920 -0.5 0.9 -0.1 0.00
Si 2.04678 -4.57975 0.85182 0.2 -0.3 0.2 0.00
C 1.72787 -6.20628 -0.04745 -0.1 -0.1 -0.1 0.00
C 3.85746 -4.25012 0.55144 0.1 0.2 -0.2 0.00
C 1.85869 -4.72881 2.69744 0.1 0.0 0.2 0.00
Si -0.32486 -3.80085 -2.34764 -0.1 -0.3 0.0 0.00
C -1.75674 -2.66297 -2.71893 -0.1 0.2 0.0 0.00
C 1.06043 -3.38618 -3.52173 0.2 0.1 -0.1 0.00
C -0.84298 -5.57987 -2.63510 0.0 -0.2 0.0 0.00
H -4.03545 -4.97756 0.79980 0.0 0.0 0.0 0.00
H -3.23983 -4.50179 -0.69853 0.0 0.0 0.0 0.00
H -3.77244 -3.25906 0.44271 0.0 0.0 0.0 0.00
H -2.24771 -4.71158 3.61800 0.0 0.0 0.0 0.00
H -2.45699 -3.00834 3.14548 0.0 0.0 0.0 0.00
H -0.84960 -3.63373 3.46668 0.0 0.0 0.0 0.00
H -2.22484 -6.76298 1.75719 0.0 0.1 0.0 0.00
H -0.47506 -6.55930 1.76419 0.0 0.0 0.0 0.00
H -1.34420 -6.66930 0.23728 -0.1 0.0 0.0 0.00
H 2.26666 -6.19269 -0.99952 0.0 0.0 0.0 0.00
H 0.67684 -6.39332 -0.26824 0.1 0.0 0.0 0.00
H 2.09219 -7.05747 0.53464 0.0 0.0 0.0 0.00
H 4.10198 -4.02437 -0.48864 0.0 0.0 0.0 0.00
H 4.34747 -5.19285 0.81422 0.1 0.0 0.0 0.00
H 4.27452 -3.47298 1.18706 0.0 0.0 0.0 0.00
H 0.86842 -5.04990 3.01099 -0.1 0.0 0.0 0.00
H 2.05240 -3.75555 3.15676 0.0 0.0 0.0 0.00
H 2.58961 -5.44485 3.08551 0.0 0.0 0.0 0.00
H -1.40567 -1.62970 -2.76953 0.0 0.0 0.0 0.00
H -2.53881 -2.71129 -1.95763 0.0 0.0 0.0 0.00
H -2.20459 -2.92572 -3.68150 0.0 0.0 0.0 0.00
H 1.27274 -2.31502 -3.51092 0.0 0.0 0.0 0.00
H 0.74730 -3.65809 -4.53409 0.0 0.0 0.0 0.00
H 1.98803 -3.91823 -3.29886 0.0 0.0 0.0 0.00
H -1.54827 -5.91570 -1.87174 0.0 0.0 -0.1 0.00
H 0.01839 -6.25274 -2.61078 0.0 0.0 0.0 0.00
H -1.32715 -5.69416 -3.60924 0.0 0.0 0.0 0.00


# 6
8
Properties=species:S:1:pos:R:3:forces:R:3:mulliken_charge:R:1 method="wB97M-V/def2-TZVPD" e_lumo_ev=0.58 relative_energy_kcal_mol=16.53 spin_multiplicity=1 homo_lumo_gap_ev=11.7 charge=0
C -1.19665 -0.10495 0.06553 -0.7 1.9 -0.9 -0.53
O 0.06821 0.37222 0.46690 2.1 0.2 -0.5 -0.18
P 1.29104 0.25589 -0.62485 1.5 -1.9 4.7 0.57
F 1.92273 -1.29039 -0.02704 -1.1 2.7 -1.5 -0.35
F 2.28547 1.11421 0.35078 -0.8 -0.7 -1.6 -0.24
H -1.68950 0.84846 -0.32580 -0.4 -1.4 1.0 0.23
H -1.68600 -0.57407 0.97992 0.4 0.3 -1.8 0.20
H -0.99530 -0.62137 -0.88544 -1.0 -1.1 0.7 0.29


# 7
25
Properties=species:S:1:pos:R:3:forces:R:3:mulliken_charge:R:1 method="wB97M-V/def2-TZVPD" e_lumo_ev="-11.30 / -11.30" relative_energy_kcal_mol=55.01 spin_multiplicity=1 homo_lumo_gap_ev="7.1 / 7.1" charge=+2
C 0.63092 -2.79909 -0.72637 -1.5 1.0 -0.4 -1.05
C -0.43281 -1.67683 -0.98630 -1.5 -3.0 2.7 -0.46
N -0.53981 -0.82205 0.25454 -1.3 0.0 0.2 0.12
C -1.79409 -0.67336 0.94517 2.4 -2.0 1.3 -0.49
N -2.63086 0.37088 0.28919 -2.9 2.0 -1.2 0.86
O -3.78382 0.47771 0.26122 1.9 -0.7 0.2 -0.21
O -2.02043 1.45024 -0.48809 -0.3 -1.1 0.5 -0.23
C -0.75824 1.91886 -0.51390 2.0 -3.5 1.9 -0.12
N 0.40362 1.36334 -0.18593 -2.3 1.0 -0.4 0.47
O 1.45250 2.11316 -0.58280 -0.1 -1.0 -0.8 -0.25
C 2.53381 2.40010 0.38245 -1.1 0.6 -0.1 -0.54
C 0.57208 0.02999 0.53761 1.4 -1.6 -0.3 -0.68
H 0.83453 -3.25484 -1.71907 0.4 0.0 1.1 0.34
H 1.42901 -2.33470 -0.17926 1.2 0.2 -0.7 0.36
H 0.31734 -3.46684 0.06501 -0.7 -0.7 -0.4 0.37
H -1.47086 -2.16161 -1.15384 1.7 1.0 0.0 0.35
H -0.13644 -1.10424 -1.79113 0.3 1.4 -1.8 0.34
H -1.61338 -0.21721 1.96698 -0.4 -0.4 -0.8 0.32
H -2.47560 -1.63433 1.09982 1.3 2.0 -0.7 0.41
H -0.87950 2.87709 -0.84591 0.7 2.6 -1.2 0.54
H 3.15137 1.53098 0.67429 -0.3 0.3 -0.5 0.28
H 1.92359 2.75612 1.26340 1.6 0.5 -0.7 0.34
H 3.03203 3.11430 -0.34986 0.0 -0.5 2.0 0.27
H 1.59479 -0.54156 0.17546 -2.6 2.0 0.7 0.24
H 0.66022 0.28388 1.60731 0.0 -0.1 -0.4 0.40